The following is a DFT calculation (the ωB97M-V functional and the def2-TZVPD basis) of a molecular structure, C23H64F3HfN3O15S.

## Properties
⟨S²⟩	0.753
HOMO-LUMO gap (alpha / beta)	0.13120 / 0.12501	Ha
electronic energy	-80348.4406	eV
molar mass	890.3	Da
HOMO level (alpha / beta)	-0.3695 / -0.3695	Eh

```
! RIJCOSX wB97M-V def2-TZVPD def2/J DEFGRID3
* xyz 1 2
Hf -3.681 3.295 1.070
C -2.778 2.878 5.700
C -3.977 2.629 4.807
O -3.775 2.739 3.379
H -2.079 2.072 5.478
H -3.139 2.662 6.706
H -2.372 3.890 5.685
H -4.833 3.259 5.049
H -4.278 1.606 5.031
C 0.876 2.498 3.179
F 2.171 2.202 3.061
F 0.318 1.616 4.001
F 0.671 3.750 3.787
S -0.010 2.503 1.388
O -1.475 2.718 1.650
O 0.647 3.521 0.582
O 0.113 1.086 0.862
C -0.661 -4.297 0.636
O -1.449 -3.160 0.459
C -2.831 -2.995 0.798
C -2.940 -2.494 2.286
N -2.855 -1.034 2.404
C -2.176 -0.581 3.653
C -2.827 -1.145 4.945
O -2.315 -2.464 5.371
C -0.948 -2.369 5.745
H -1.149 -5.091 0.070
H -0.706 -4.704 1.646
H 0.374 -4.083 0.369
H -3.259 -3.990 0.674
H -3.341 -2.439 0.012
H -2.238 -3.125 2.832
H -3.844 -2.818 2.802
H -2.233 -0.766 1.654
H -2.401 0.485 3.629
H -1.112 -0.813 3.601
H -3.903 -1.239 4.797
H -2.569 -0.422 5.719
H -0.258 -2.614 4.938
H -0.710 -3.145 6.472
H -0.573 -1.435 6.165
C -0.303 -4.179 -3.578
O -0.844 -3.008 -2.913
C 0.126 -2.286 -2.215
C -0.517 -1.010 -1.716
N -1.572 -0.405 -2.539
C -1.194 0.327 -3.751
C -2.326 0.655 -4.744
O -3.145 -0.517 -5.048
C -2.576 -1.270 -6.110
H -0.981 -4.313 -4.421
H -0.212 -5.079 -2.970
H 0.597 -4.067 -4.183
H 1.012 -2.170 -2.839
H 0.430 -2.916 -1.379
H 0.259 -0.327 -1.373
H -0.962 -1.103 -0.725
H -2.110 -1.166 -2.928
H -0.359 -0.268 -4.120
H -0.792 1.270 -3.380
H -1.926 1.011 -5.693
H -2.850 1.536 -4.374
H -3.345 -1.962 -6.453
H -1.728 -1.866 -5.771
H -2.317 -0.740 -7.026
C 1.724 -1.668 -6.103
O 2.391 -1.421 -4.917
C 2.889 -0.085 -4.724
C 3.140 -0.025 -3.232
N 3.261 1.442 -2.795
C 3.224 1.506 -1.333
C 4.288 0.657 -0.645
O 5.530 1.133 -0.985
C 6.646 0.278 -0.576
H 1.448 -2.722 -6.102
H 2.265 -1.605 -7.047
H 0.851 -1.021 -6.192
H 2.272 0.763 -5.022
H 3.779 0.175 -5.297
H 4.090 -0.539 -3.083
H 2.286 -0.453 -2.706
H 2.437 1.928 -3.117
H 2.244 1.152 -1.012
H 3.355 2.551 -1.051
H 4.139 -0.400 -0.864
H 4.127 0.634 0.433
H 6.563 -0.726 -0.992
H 6.791 0.270 0.504
H 7.505 0.678 -1.115
O -2.357 2.332 -0.825
H -2.357 2.894 -1.599
H -1.929 1.526 -1.113
O 0.069 6.072 -1.162
H -0.571 6.754 -1.367
H -0.016 5.939 -0.218
O -2.234 5.057 2.411
H -1.711 5.810 2.134
H -2.755 5.384 3.144
O 2.096 4.439 -1.449
H 1.754 5.333 -1.475
H 1.652 4.034 -0.704
C 1.684 -1.506 2.822
C 3.043 -0.931 3.203
O 3.807 -2.044 3.724
H 1.007 -1.539 3.675
H 1.618 -2.539 2.478
H 1.157 -0.874 2.107
H 3.003 -0.157 3.970
H 3.602 -0.479 2.383
H 4.356 -2.337 2.993
*
```